[1]
C35H50N2O27 | wB97M-V/def2-TZVPD

SMILES string: O=C1OCCO1.O=C1OCCO1.O=C1OCCO1.O=C1OCCO1.O=C1OCCO1.O=C1OCCO1.O=C1OCCO1.O=C1OCCO1.O=C1OCCO1.CCCC#N.CCCC#N
orbital gap: 10.917 eV
electronic energy: -3504.6936 Ha
HOMO level: -10.59 eV
max |F|: 4.25 eV/A
LUMO level: 0.33 eV

Last column: Mulliken charge in e.
Geometry (Å):
O 0.36 3.02 -4.63  -0.614
C -0.79 2.74 -4.37  0.751
O -1.24 1.52 -4.59  -0.305
C -2.61 1.37 -4.09  -0.085
C -2.94 2.78 -3.52  -0.002
O -1.73 3.52 -3.78  -0.347
H -3.18 0.93 -4.92  0.342
H -2.57 0.67 -3.26  0.048
H -2.97 2.68 -2.41  -0.039
H -3.76 3.26 -3.99  0.406
O 5.64 1.96 -1.84  -0.521
C 6.16 1.37 -0.96  0.638
O 7.19 0.54 -1.06  -0.390
C 7.43 -0.10 0.23  -0.240
C 6.71 0.89 1.24  -0.235
O 5.77 1.45 0.32  -0.245
H 6.90 -1.06 0.07  0.195
H 8.51 -0.14 0.35  0.306
H 7.27 1.76 1.59  0.290
H 6.16 0.28 1.98  0.180
O 2.69 2.75 -0.08  -0.599
C 2.79 2.57 -1.28  0.480
O 2.63 1.43 -1.90  0.058
C 3.03 1.43 -3.28  -0.365
C 3.32 2.96 -3.49  -0.419
O 2.87 3.59 -2.23  -0.396
H 3.87 0.73 -3.43  0.342
H 2.21 1.07 -3.93  0.293
H 2.61 3.37 -4.30  0.332
H 4.39 3.09 -3.75  0.269
O 5.88 -2.82 2.38  -0.587
C 4.70 -3.10 2.37  0.495
O 4.09 -3.74 3.35  -0.379
C 2.71 -3.80 3.11  -0.305
C 2.68 -3.57 1.61  0.978
O 3.87 -2.88 1.29  -0.294
H 2.37 -4.75 3.32  0.465
H 2.22 -2.95 3.66  0.137
H 1.88 -2.89 1.43  -0.805
H 2.54 -4.52 1.03  0.303
O 0.12 -1.23 3.30  -0.475
C 0.68 -0.21 3.11  0.328
O 0.25 1.05 3.30  -0.302
C 1.22 1.95 2.77  0.107
C 2.51 1.08 2.65  -0.070
O 1.98 -0.22 2.67  -0.128
H 0.91 2.28 1.79  -0.408
H 1.31 2.76 3.43  0.643
H 3.14 1.31 3.51  0.298
H 3.00 1.33 1.71  0.056
O 0.59 -7.82 -2.47  -0.529
C 0.71 -6.69 -2.78  0.592
O 1.34 -5.78 -1.97  -0.306
C 1.55 -4.56 -2.68  0.414
C 0.75 -4.71 -3.97  -0.303
O 0.58 -6.17 -4.01  -0.386
H 1.22 -3.68 -2.06  -0.342
H 2.59 -4.52 -3.00  0.254
H 1.31 -4.49 -4.82  0.325
H -0.23 -4.24 -3.98  0.231
O -2.85 0.53 1.47  -0.225
C -3.07 1.02 2.50  0.373
O -3.91 2.08 2.69  -0.295
C -4.01 2.39 4.04  -0.477
C -2.96 1.54 4.73  -0.346
O -2.55 0.65 3.64  -0.350
H -3.83 3.41 4.18  0.339
H -5.05 2.19 4.34  0.253
H -3.24 0.88 5.51  0.328
H -2.08 2.18 5.08  0.160
O -1.54 3.88 1.39  -0.562
C -0.90 4.44 0.56  0.319
O -0.78 3.97 -0.67  0.199
C -0.41 5.05 -1.53  -0.219
C 0.39 5.93 -0.57  -0.341
O -0.31 5.66 0.69  -0.396
H 0.08 4.74 -2.42  0.141
H -1.31 5.59 -1.75  0.347
H 0.50 6.98 -0.69  0.395
H 1.42 5.49 -0.50  0.105
O 0.18 -1.81 -3.19  -0.575
C 0.02 -1.14 -2.20  0.225
O 0.11 -1.55 -0.89  0.036
C 0.03 -0.36 -0.05  1.678
C -0.53 0.68 -0.95  0.881
O -0.32 0.16 -2.29  -0.478
H -0.75 -0.58 0.69  -0.890
H 1.02 -0.09 0.38  -0.287
H 0.01 1.65 -0.92  -0.793
H -1.63 0.85 -0.74  -0.020
C -6.94 -1.14 0.42  -1.428
C -6.44 0.15 1.08  0.387
C -6.28 1.25 0.07  -0.574
C -5.36 1.14 -0.97  0.231
N -4.50 0.90 -1.67  -0.318
H -6.83 -1.98 1.07  0.395
H -6.28 -1.44 -0.45  0.304
H -7.90 -1.05 0.04  0.450
H -5.47 0.03 1.49  -0.426
H -7.10 0.59 1.79  0.357
H -6.02 2.19 0.71  0.104
H -7.28 1.42 -0.30  0.512
C -0.60 -4.43 2.16  -1.336
C -1.23 -3.57 1.02  1.156
C -2.36 -2.67 1.54  1.000
C -3.58 -3.47 1.64  -0.046
N -4.45 -4.19 1.62  -0.572
H -0.11 -3.78 2.82  0.291
H 0.06 -5.13 1.68  0.354
H -1.44 -4.97 2.78  0.369
H -1.59 -4.24 0.25  0.594
H -0.50 -2.92 0.50  -0.970
H -2.58 -1.72 0.95  -0.655
H -2.18 -2.24 2.53  0.163

***

[2]
C35H50N2O5S3SiV | wB97M-V/def2-TZVPD

energy relative to the best compared isomer or geometry (same formula, charge and spin): 44.7 kcal per mole
orbital gap (spin up / spin down): 5.688 / 6.771 eV
electronic energy: -4277.0462 Ha
2S+1: 2
net charge: +2
HOMO level (spin up / spin down): -13.23 / -13.35 eV
max |F|: 2.36 eV/A
LUMO level (spin up / spin down): -7.54 / -6.58 eV

Last column: Mulliken charge in e.
Geometry (Å):
V 2.29 0.00 -0.32  -0.685
O 1.89 -1.69 8.05  -0.487
C 1.07 -1.05 7.11  0.481
O 0.06 -0.51 7.50  -0.486
C 1.62 -0.99 5.69  0.180
C 3.03 -1.03 5.47  -0.872
C 3.51 -0.87 4.18  -1.063
C 2.61 -0.60 3.11  0.706
S 3.41 -0.49 1.54  -0.182
C 1.21 -0.56 3.37  0.729
C 0.75 -0.80 4.64  -0.673
H 2.55 -2.28 7.64  0.338
H 3.76 -1.15 6.27  0.406
H 4.54 -1.02 3.99  0.516
H 0.51 -0.28 2.55  -0.185
H -0.32 -0.91 4.78  0.414
S 5.58 -2.26 -1.22  -0.108
C 3.88 -2.01 -0.95  -0.128
N 3.30 -1.06 -1.69  -0.156
C 4.24 -0.53 -2.67  0.130
C 3.97 0.45 -3.65  -0.342
C 4.73 0.47 -4.82  -0.759
C 5.87 -0.42 -4.88  -0.458
C 6.25 -1.21 -3.79  -0.457
C 5.46 -1.25 -2.63  0.512
H 3.34 -2.73 -0.34  0.556
H 3.21 1.20 -3.41  0.368
H 4.49 1.13 -5.66  0.438
H 6.52 -0.43 -5.79  0.352
H 7.17 -1.82 -3.77  0.391
C -0.95 4.83 -0.28  -0.779
N -0.64 3.35 -0.14  0.122
C -0.36 3.10 1.32  -0.826
C 0.35 2.81 -1.24  0.095
C 1.81 3.02 -1.03  1.198
C 2.41 4.28 -1.08  -0.311
C 3.72 4.52 -0.72  -0.964
C 4.52 3.41 -0.48  -0.967
C 4.00 2.15 -0.63  0.349
C 2.61 1.91 -0.83  0.247
H -1.67 5.06 0.54  0.362
H -1.42 4.94 -1.30  0.347
H -0.04 5.38 -0.15  0.388
H -1.53 2.83 -0.30  0.269
H 0.63 3.44 1.52  0.464
H -0.46 2.03 1.53  0.130
H -1.11 3.69 1.89  0.448
H 0.00 3.26 -2.18  0.529
H 0.11 1.73 -1.30  -0.484
H 1.85 5.18 -1.42  0.487
H 4.05 5.55 -0.66  0.455
H 5.55 3.50 -0.20  0.539
H 4.69 1.28 -0.53  0.189
C -1.79 -4.11 0.98  -1.353
C -2.45 -3.70 -0.34  1.373
C -1.72 -4.30 -1.53  -1.347
C -3.93 -4.03 -0.37  -1.379
O -2.31 -2.27 -0.56  1.420
Si -1.83 -0.79 -0.43  -2.535
S 0.33 -1.18 -0.11  0.691
O -2.34 0.10 0.80  0.528
C -3.37 0.21 1.86  1.484
C -3.63 1.72 1.97  -1.360
C -2.79 -0.39 3.16  -1.398
C -4.63 -0.50 1.41  -1.236
O -2.07 0.03 -1.77  -0.371
C -2.79 -0.07 -3.08  1.614
C -3.03 1.39 -3.49  -1.542
C -4.07 -0.83 -2.89  -1.144
C -1.89 -0.88 -4.02  -1.313
H -1.93 -5.21 1.06  0.554
H -2.35 -3.62 1.80  0.220
H -0.72 -3.82 1.10  0.173
H -1.80 -5.41 -1.44  0.547
H -0.66 -4.01 -1.48  0.239
H -2.14 -3.95 -2.53  0.146
H -4.02 -5.13 -0.33  0.461
H -4.37 -3.65 -1.34  0.269
H -4.48 -3.63 0.47  0.311
H -2.72 2.26 2.35  0.136
H -4.42 1.90 2.76  0.430
H -4.02 2.12 1.02  0.280
H -2.05 0.28 3.60  0.289
H -2.39 -1.41 2.94  0.149
H -3.62 -0.46 3.88  0.499
H -4.92 -0.12 0.40  0.243
H -5.50 -0.27 2.06  0.503
H -4.53 -1.59 1.43  0.158
H -3.78 1.77 -2.78  0.351
H -3.41 1.39 -4.54  0.398
H -2.12 1.99 -3.42  0.139
H -4.80 -0.17 -2.33  0.289
H -3.95 -1.77 -2.33  -0.074
H -4.54 -1.07 -3.87  0.502
H -0.94 -0.39 -4.19  0.301
H -2.40 -1.12 -4.96  0.450
H -1.65 -1.83 -3.53  0.141

***

[3]
C35H51CaNO3PS5 | wB97M-V/def2-TZVPD

energy relative to the best compared isomer or geometry (same formula, charge and spin): 0.0 kcal per mole
orbital gap: 6.664 eV
electronic energy: -4654.9126 Ha
net charge: -1
HOMO level: -4.98 eV
max |F|: 0.18 eV/A
LUMO level: 1.68 eV

Last column: Mulliken charge in e.
Geometry (Å):
Ca 0.06 -0.32 1.14  0.697
C -1.00 -4.19 3.30  -1.847
C -1.99 -3.43 2.43  0.869
C -3.24 -4.28 2.16  -1.491
C -1.41 -2.95 1.12  -1.273
C -2.14 -2.07 0.32  0.349
C -1.70 -1.64 -0.93  0.777
C -2.64 -0.79 -1.78  1.279
C -3.67 0.01 -0.95  -2.209
C -3.44 -1.66 -2.76  -1.612
C -0.44 -2.09 -1.41  0.619
C 0.27 -3.03 -0.64  0.875
C -0.20 -3.40 0.62  0.030
C 1.46 -3.79 -1.19  0.778
C 2.55 -4.09 -0.16  -1.855
C 0.97 -5.12 -1.79  -1.419
C 0.03 -1.78 -2.81  -0.401
C -0.44 -2.67 -3.78  -0.872
C -0.10 -2.56 -5.12  -1.505
C 0.74 -1.53 -5.52  -1.126
C 1.24 -0.66 -4.56  -0.283
C 0.92 -0.76 -3.21  0.032
P 1.65 0.45 -2.00  1.944
C 3.51 0.12 -2.11  2.216
C 4.19 0.12 -3.48  -1.967
C 4.17 1.16 -1.19  -1.890
C 3.74 -1.27 -1.52  -1.707
C 1.33 2.16 -2.76  1.735
C 1.52 3.21 -1.63  -2.173
C 2.18 2.68 -3.93  -2.078
C -0.13 2.16 -3.26  -1.550
H -1.46 -4.41 4.26  0.421
H -0.10 -3.61 3.48  0.377
H -0.72 -5.15 2.84  0.324
H -2.30 -2.53 2.97  0.025
H -2.97 -5.19 1.61  0.315
H -3.99 -3.74 1.58  0.370
H -3.70 -4.59 3.10  0.435
H -3.10 -1.72 0.69  0.614
H -2.04 -0.10 -2.37  -0.488
H -4.47 -0.65 -0.60  0.559
H -4.13 0.77 -1.58  0.486
H -3.25 0.50 -0.07  0.371
H -3.97 -2.45 -2.21  0.346
H -2.82 -2.13 -3.51  0.376
H -4.18 -1.05 -3.27  0.449
H 0.39 -4.09 1.21  0.373
H 1.89 -3.21 -2.00  -0.304
H 2.25 -4.92 0.49  0.504
H 2.78 -3.24 0.48  0.199
H 3.47 -4.40 -0.67  0.428
H 0.49 -5.72 -1.01  0.304
H 1.81 -5.69 -2.18  0.478
H 0.25 -4.97 -2.59  0.224
H -1.10 -3.47 -3.47  1.051
H -0.50 -3.26 -5.84  0.405
H 1.02 -1.41 -6.56  0.471
H 1.90 0.13 -4.89  0.341
H 4.11 1.06 -4.02  0.234
H 3.82 -0.68 -4.11  0.354
H 5.26 -0.07 -3.32  0.562
H 4.12 2.16 -1.61  0.312
H 5.23 0.90 -1.08  0.540
H 3.72 1.15 -0.20  0.279
H 3.43 -2.04 -2.22  0.305
H 3.21 -1.40 -0.57  -0.328
H 4.81 -1.41 -1.32  0.723
H 2.54 3.58 -1.63  0.482
H 1.35 2.83 -0.62  0.531
H 0.86 4.06 -1.79  0.490
H 3.22 2.81 -3.65  0.354
H 1.79 3.67 -4.21  0.520
H 2.12 2.05 -4.82  0.308
H -0.50 3.18 -3.35  0.680
H -0.81 1.63 -2.59  0.120
H -0.20 1.67 -4.23  0.277
S -1.53 0.07 3.32  -0.370
S 0.21 -0.67 4.20  0.000
S 1.79 0.32 3.29  -0.070
S 2.60 -0.95 1.86  -0.246
N -1.00 1.65 0.00  1.682
C -1.79 2.82 0.36  -0.022
C -1.66 3.38 1.62  -0.661
C -2.36 4.54 1.92  -0.643
C -3.18 5.14 0.97  -0.119
C -3.31 4.56 -0.28  -1.023
C -2.62 3.40 -0.59  0.482
S -4.11 6.63 1.36  1.299
O -5.39 6.13 1.81  -0.687
O -4.16 7.34 0.08  -0.713
O -3.31 7.29 2.39  -0.710
H -1.49 1.16 -0.74  -1.636
H -0.16 1.99 -0.45  -0.368
H -1.04 2.90 2.36  0.425
H -2.26 5.01 2.89  0.463
H -3.95 5.04 -1.01  0.423
H -2.70 2.96 -1.58  0.359

***

[4]
C35H51F4N4O3Tm | wB97M-V/def2-TZVPD

orbital gap (spin up / spin down): 7.996 / 8.005 eV
electronic energy: -3293.7634 Ha
2S+1: 3
HOMO level (spin up / spin down): -7.52 / -7.53 eV
max |F|: 3.19 eV/A
LUMO level (spin up / spin down): 0.48 / 0.48 eV

Last column: Mulliken charge in e.
Geometry (Å):
Tm 0.22 -0.24 0.44  0.461
C -0.91 0.61 3.54  -0.851
N -0.86 -0.65 2.76  0.998
C -2.20 -1.17 2.59  -1.206
C 0.08 -1.62 3.39  -1.378
C 1.53 -1.23 3.22  -0.915
N 1.84 -0.93 1.83  1.553
C 3.08 -1.35 1.36  -0.253
C 3.15 -1.56 -0.02  -0.389
F 2.04 -1.32 -0.76  0.031
C 4.29 -2.05 -0.66  0.439
F 4.22 -2.24 -2.02  -0.317
C 5.47 -2.37 -0.03  -0.930
C 5.43 -2.12 1.34  0.486
F 6.39 -2.54 2.15  -0.298
C 4.32 -1.55 2.01  0.165
F 4.42 -1.29 3.33  -0.396
H -1.50 0.41 4.44  0.357
H -1.51 1.29 2.95  0.122
H 0.08 0.93 3.74  0.193
H -2.83 -1.44 3.47  0.357
H -2.10 -2.00 1.95  0.159
H -2.85 -0.43 2.15  0.265
H -0.17 -2.52 2.90  0.373
H -0.06 -1.71 4.46  0.440
H 2.15 -2.06 3.62  0.491
H 1.73 -0.35 3.81  0.444
H 6.24 -3.06 -0.46  0.365
C 0.25 2.41 0.84  -0.961
C -0.45 2.12 -0.38  0.272
C 0.56 1.75 -1.33  -0.137
C 1.79 1.79 -0.62  -0.772
C 1.59 2.27 0.69  1.347
C 2.70 2.77 1.56  1.485
C 2.98 4.26 1.22  -1.879
C 4.00 1.94 1.44  -1.613
C 2.25 2.75 3.04  -1.526
C 0.55 1.47 -2.87  2.285
C 0.17 2.78 -3.58  -1.599
C 1.90 1.13 -3.36  -2.349
C -0.39 0.33 -3.28  -0.928
C -1.96 2.56 -0.50  1.793
C -1.98 4.13 -0.32  -1.820
C -2.67 2.01 0.71  -1.181
C -2.77 2.07 -1.78  -1.579
H -0.15 3.02 1.61  0.543
H 2.74 1.56 -1.00  0.722
H 3.29 4.41 0.18  0.306
H 3.75 4.70 1.82  0.449
H 2.10 4.84 1.31  0.396
H 4.40 2.03 0.42  0.224
H 3.80 0.91 1.49  0.097
H 4.62 2.28 2.25  0.637
H 1.33 3.22 3.28  0.335
H 3.10 3.14 3.62  0.533
H 2.05 1.75 3.47  0.054
H 0.77 3.62 -3.22  0.315
H -0.86 3.04 -3.51  0.297
H 0.36 2.68 -4.69  0.476
H 2.67 1.92 -3.23  0.389
H 1.87 0.91 -4.49  0.365
H 2.23 0.20 -2.86  0.348
H -1.38 0.29 -2.80  -0.880
H 0.09 -0.65 -3.11  0.183
H -0.62 0.45 -4.33  0.659
H -1.63 4.24 0.70  0.338
H -2.96 4.47 -0.46  0.542
H -1.20 4.51 -0.99  0.309
H -2.16 2.28 1.60  0.295
H -2.71 0.89 0.51  -0.439
H -3.67 2.43 0.85  0.568
H -2.37 2.52 -2.66  0.277
H -3.84 2.39 -1.68  0.521
H -2.74 0.98 -1.84  -0.226
C -4.66 -3.03 0.24  -1.340
C -4.02 -2.75 -1.11  -1.455
C -2.55 -3.03 -1.30  3.462
C -2.08 -2.89 -2.82  -0.734
C -3.02 -2.00 -3.67  -1.058
C -2.21 -4.48 -1.02  -0.338
O -2.90 -5.41 -1.33  -0.656
N -0.98 -4.73 -0.45  -0.015
C -0.17 -3.77 0.22  -0.345
O 0.75 -4.06 0.89  -0.591
N -0.48 -2.45 0.01  0.593
C -1.64 -2.08 -0.58  -1.714
O -1.93 -0.82 -0.52  0.077
H -5.69 -2.64 0.32  0.404
H -4.11 -2.51 1.02  0.118
H -4.77 -4.07 0.41  0.428
H -4.26 -1.68 -1.30  0.290
H -4.56 -3.30 -1.85  0.656
H -2.20 -3.87 -3.29  0.467
H -1.12 -2.50 -3.05  0.284
H -2.94 -0.92 -3.39  0.053
H -4.04 -2.29 -3.75  0.397
H -2.69 -2.03 -4.75  0.412
H -0.84 -5.69 -0.16  0.365

***

> The highest electronic energy belongs to which entry?

C35H51F4N4O3Tm